1.
3 unconnected molecules or ions with the total composition C5H14N2O, computed with wB97M-V/def2-TZVPD.

## Properties
HOMO energy   -8.69 eV
HOMO-LUMO gap   9.6 eV
LUMO level   0.88 eV
ΔE to the lowest compared entry with this formula, charge and spin   290.3 kJ/mol
Total charge   0
SMILES string   C/N=C(\C)N.C=C.O

```
22
Properties=species:S:1:pos:R:3:nbo_charge:R:1
O -1.303 0.898 -1.577 -1.070
N 0.647 1.238 0.656 -0.799
N 0.992 -0.182 -1.088 -0.559
C 1.888 -0.801 1.125 -0.694
C -2.702 0.583 0.447 -0.255
C 1.671 -1.282 -1.727 -0.425
C 1.233 0.135 0.148 0.511
C -2.094 0.735 1.638 -0.544
H -2.924 -0.400 0.060 0.191
H -3.251 1.395 -0.002 0.195
H -1.851 -0.127 2.244 0.193
H 1.277 -2.243 -1.379 0.188
H -0.327 0.283 -1.453 0.484
H -2.126 1.684 2.154 0.196
H 2.935 -0.947 0.854 0.237
H 0.113 1.761 -0.030 0.417
H 0.025 1.099 1.495 0.408
H 2.749 -1.281 -1.545 0.189
H 1.518 -1.198 -2.802 0.209
H 1.829 -0.406 2.136 0.230
H 1.403 -1.778 1.096 0.233
H -1.703 0.835 -2.449 0.464
```

***

2.
2 unconnected molecules or ions with the total composition C8H5BrN2O2, computed with wB97M-V/def2-TZVPD.

## Properties
HOMO energy   -10.51 eV
HOMO-LUMO gap   9.5 eV
LUMO level   -1.02 eV
ΔE to the lowest compared entry with this formula, charge and spin   277.9 kJ/mol
Total charge   0

```
18
Properties=species:S:1:pos:R:3:nbo_charge:R:1
Br -2.743 -0.845 2.138 0.109
O -0.142 -1.964 3.033 -0.348
O 0.757 -2.545 1.140 -0.355
N -1.918 -2.775 -1.012 -0.255
N -0.092 -2.006 1.807 0.465
C 0.217 2.454 -0.497 -0.178
C 1.203 1.990 -1.349 -0.212
C -0.457 1.588 0.317 -0.295
C 1.425 0.650 -1.556 -0.175
C -1.557 -2.152 -0.114 0.205
C -0.130 0.284 0.080 0.251
C 0.816 -0.247 -0.727 -0.305
C -1.122 -1.355 1.053 -0.107
H 2.217 0.050 -2.208 0.241
H -1.274 1.850 0.916 0.249
H 1.758 2.793 -1.807 0.226
H 0.936 -1.271 -0.843 0.258
H 0.104 3.500 -0.371 0.224
```

***

3.
A gas-phase ion, C7H8ClN4O3 (charge +1), computed with wB97M-V/def2-TZVPD.

## Properties
HOMO energy   -14.75 eV
HOMO-LUMO gap   9.8 eV
LUMO level   -4.94 eV
ΔE to the lowest compared entry with this formula, charge and spin   0.0 kJ/mol
Total charge   +1
SMILES string   C/[NH+]=C1\N(C)C(=O)N2C(=O)NC(=O)[C@]12Cl

```
23
Properties=species:S:1:pos:R:3:nbo_charge:R:1
Cl -0.870 -2.341 -1.094 0.014
O 3.049 -2.335 0.974 -0.464
O 1.331 -0.624 -2.854 -0.479
O 0.607 -1.011 2.869 -0.449
N 2.499 -1.556 -1.139 -0.649
N -1.005 0.949 -1.170 -0.484
N -0.482 0.207 1.168 -0.406
N 0.967 -1.407 0.571 -0.510
C 2.293 -1.855 0.205 0.807
C -1.253 0.955 2.104 -0.437
C -0.475 0.150 -0.211 0.538
C 1.429 -1.005 -1.775 0.690
C -1.765 2.188 -1.041 -0.418
C 0.465 -0.802 1.707 0.828
C 0.350 -1.020 -0.635 0.020
H -0.961 0.542 -2.140 0.451
H -0.699 1.983 2.377 0.234
H -1.762 2.362 0.109 0.230
H -1.245 2.968 -1.624 0.248
H -1.134 0.412 3.129 0.292
H -2.155 1.105 1.702 0.215
H 3.475 -1.717 -1.601 0.483
H -2.659 1.851 -1.630 0.246
```

***

4.
A molecular structure, C6H12K, computed with wB97M-V/def2-TZVPD.

## Properties
HOMO energy   -12.51 eV
HOMO-LUMO gap   7.8 eV
LUMO level   -4.74 eV
ΔE to the lowest compared entry with this formula, charge and spin   0.0 kJ/mol
Total charge   +1

```
19
Properties=species:S:1:pos:R:3:nbo_charge:R:1
K -0.740 -4.780 -4.832 1.000
C -0.380 -1.096 0.649 -0.398
C -1.348 -0.127 -0.035 -0.396
C 1.430 0.658 0.572 -0.401
C 1.067 -0.794 0.254 -0.396
C 0.463 1.627 -0.112 -0.398
C -0.985 1.325 0.282 -0.401
H 0.565 1.520 -1.209 0.186
H -1.103 1.494 1.370 0.200
H -0.637 -2.140 0.387 0.191
H 1.185 -0.963 -0.833 0.175
H 1.757 -1.483 0.779 0.211
H 1.375 0.810 1.667 0.200
H -0.482 -0.989 1.746 0.204
H 2.469 0.870 0.255 0.212
H -2.387 -0.339 0.282 0.211
H -1.293 -0.279 -1.130 0.175
H 0.719 2.671 0.150 0.217
H -1.675 2.014 -0.242 0.212
```

***

5.
A molecular structure, C41H63OP2SiZr, computed with wB97M-V/def2-TZVPD.

## Properties
HOMO energy   -16.60 eV
HOMO-LUMO gap   6.8 eV
LUMO level   -9.76 eV
ΔE to the lowest compared entry with this formula, charge and spin   0.0 kJ/mol
Total charge   +3

```
109
Properties=species:S:1:pos:R:3:lowdin_charge:R:1
Zr -0.064 0.046 -0.508 1.371
P 2.516 0.464 0.086 1.023
P -2.334 -0.920 0.683 1.019
Si 0.122 0.558 2.145 0.598
O -0.397 1.759 -1.678 -0.385
C -5.670 1.521 0.940 -0.156
C -1.254 -0.321 4.515 -0.076
C -3.182 -1.769 4.552 -0.024
C 4.430 -2.616 -2.120 -0.155
C 2.515 -1.725 -3.496 -0.155
C -4.474 -0.258 -1.129 -0.190
C 2.779 3.257 0.105 -0.219
C -3.069 -4.762 -0.951 -0.170
C 0.335 2.720 -2.568 -0.092
C -2.213 -1.073 2.464 -0.398
C -0.615 3.884 -2.638 -0.111
C 4.907 1.934 -0.405 -0.165
C -2.223 -1.015 5.222 -0.021
C 3.258 3.467 1.538 -0.174
C -2.139 -2.588 -0.091 -0.420
C 4.354 -1.239 -1.439 -0.167
C 3.146 -2.966 -2.879 -0.185
C 2.910 -0.051 1.758 -0.377
C -3.191 -1.783 3.169 -0.061
C -3.418 -3.371 -0.430 -0.176
C 4.413 -0.899 3.436 -0.023
C 2.893 -0.913 -1.082 -0.439
C -2.006 3.239 -2.696 -0.103
C -4.197 1.121 1.013 -0.208
C 2.086 -0.555 3.949 -0.056
C 3.350 1.979 -0.524 -0.391
C 4.795 3.381 1.658 -0.159
C -1.209 -0.354 3.116 -0.297
C 3.358 -0.949 4.337 -0.019
C -2.158 -4.687 -2.169 -0.171
C 1.830 -0.080 2.660 -0.292
C -5.197 1.032 -1.516 -0.190
C -4.008 -0.249 0.350 -0.407
C 4.190 -0.458 2.143 -0.064
C -1.234 -2.520 -1.323 -0.259
C -1.837 1.845 -2.079 -0.134
C -0.128 2.399 2.413 -0.170
C 5.468 3.161 0.309 -0.180
C -0.878 -3.910 -1.858 -0.170
C -6.257 1.400 -0.483 -0.160
C 2.125 -0.697 -2.406 -0.231
H -4.061 -3.441 0.449 0.120
H 2.261 0.326 -2.769 0.105
H 5.330 1.853 -1.408 0.121
H 0.512 3.050 1.822 0.002
H 2.486 -1.801 -0.565 0.124
H -1.898 -5.687 -2.515 0.130
H -3.983 -2.829 -1.193 0.105
H -4.495 1.865 -1.617 0.089
H 4.632 -3.380 -1.368 0.124
H -2.733 3.824 -2.138 0.131
H 3.526 -1.301 5.345 0.128
H -2.682 -4.203 -3.000 0.128
H 5.239 1.042 0.127 0.080
H -5.780 2.535 1.324 0.121
H 5.067 2.567 2.334 0.111
H 1.279 2.919 -2.072 0.099
H 1.013 -0.821 -2.287 0.044
H -3.570 1.870 0.513 0.099
H 6.541 3.022 0.439 0.129
H 1.682 3.261 0.058 0.078
H -6.738 2.332 -0.776 0.121
H -0.418 4.504 -3.510 0.145
H -0.506 4.503 -1.748 0.134
H -1.596 -3.151 0.682 0.136
H 1.291 -0.636 4.677 0.091
H -2.363 3.141 -3.719 0.136
H -0.542 0.268 5.082 0.110
H 2.896 4.436 1.884 0.125
H -2.584 -5.336 -0.156 0.129
H -1.172 2.658 2.222 0.036
H -5.165 -1.089 -1.268 0.118
H 2.795 2.726 2.194 0.087
H 0.481 2.196 -3.514 0.147
H -2.015 1.034 -2.790 0.134
H 3.098 1.964 -1.591 0.092
H 5.281 -2.623 -2.801 0.128
H -3.986 -5.296 -1.201 0.130
H -5.652 0.903 -2.499 0.129
H 5.187 4.289 2.113 0.122
H -3.962 -2.342 2.652 0.110
H 5.017 -0.452 1.449 0.093
H 0.069 2.623 3.466 0.060
H -0.300 -4.435 -1.093 0.133
H 5.362 4.045 -0.324 0.123
H 3.359 -3.698 -3.657 0.129
H 4.719 -0.449 -2.101 0.124
H -3.926 -2.322 5.107 0.127
H -6.226 0.882 1.629 0.122
H 4.998 -1.225 -0.562 0.102
H -4.630 -0.959 0.913 0.121
H -1.666 -1.892 -2.120 0.126
H -2.236 -0.968 6.302 0.128
H -0.222 -2.075 -1.067 0.039
H -7.046 0.645 -0.501 0.123
H 2.424 -3.452 -2.212 0.104
H 1.638 -1.980 -4.092 0.118
H 5.403 -1.215 3.736 0.128
H -2.414 1.689 -1.165 0.079
H -0.246 -3.824 -2.744 0.116
H -3.646 -0.466 -1.820 0.084
H 3.102 4.093 -0.519 0.132
H 3.215 -1.248 -4.185 0.132
H -3.869 1.095 2.054 0.115
```

***

6.
A molecular structure, C5H9MgO5, computed with wB97M-V/def2-TZVPD.

## Properties
HOMO energy (alpha / beta)   -7.85 / -10.23 eV
HOMO-LUMO gap (alpha / beta)   7.5 / 8.5 eV
LUMO level (alpha / beta)   -0.32 / -1.76 eV
ΔE to the lowest compared entry with this formula, charge and spin   0.0 kJ/mol
Total charge   0
Spin multiplicity   2

```
20
Properties=species:S:1:pos:R:3:nbo_charge:R:1
Mg -2.995 0.488 -0.661 0.960
O -1.209 0.016 -1.106 -1.134
O 3.863 -0.062 2.666 -0.597
O 2.034 1.107 3.212 -0.489
O 0.497 1.180 0.375 -0.738
O 1.962 -0.253 1.488 -0.507
C -1.723 -1.192 -3.159 -0.640
C 0.630 0.390 1.465 0.343
C 2.712 0.226 2.472 0.969
C 0.678 1.198 2.772 -0.119
C -0.673 -0.740 -2.156 -0.054
H -2.223 -0.325 -3.618 0.197
H 0.021 0.786 3.546 0.184
H 0.437 2.250 2.587 0.207
H -0.157 -1.631 -1.750 0.161
H -0.130 0.769 -0.311 0.517
H -1.265 -1.785 -3.964 0.227
H 0.100 -0.151 -2.686 0.164
H -2.485 -1.820 -2.671 0.193
H -0.075 -0.452 1.497 0.155
```

***

7.
A molecular structure, C34H32F10N5SiTc, computed with wB97M-V/def2-TZVPD.

## Properties
HOMO energy (alpha / beta)   -3.59 / -4.44 eV
HOMO-LUMO gap (alpha / beta)   6.2 / 7.0 eV
LUMO level (alpha / beta)   2.59 / 2.59 eV
ΔE to the lowest compared entry with this formula, charge and spin   59.5 kJ/mol
Total charge   -1
Spin multiplicity   4

```
83
Properties=species:S:1:pos:R:3:lowdin_spin:R:1
Tc 0.026 -0.891 0.885 2.287
Si -0.924 -0.336 -3.501 0.003
F 3.006 -5.704 -3.072 0.000
F 1.245 -5.572 -1.135 0.001
F 1.778 -0.845 -1.085 0.019
F -0.919 2.025 4.314 0.004
F -4.297 2.949 -1.153 0.000
F -1.221 4.502 3.605 -0.001
F -3.144 0.790 -1.167 0.001
F -2.010 5.336 1.251 0.002
F 4.209 -3.486 -4.107 0.001
F 3.544 -1.045 -3.052 0.000
N 1.439 -0.288 1.818 0.141
N 0.476 -2.977 0.011 0.046
N -0.448 -2.761 2.618 0.078
N -1.313 -0.122 2.315 0.025
N -1.199 -0.234 -0.528 0.076
C -1.406 2.214 3.065 0.014
C -0.441 -1.856 -4.495 0.001
C 0.450 0.923 -3.559 0.000
C -0.116 2.891 -0.827 0.000
C 2.059 -2.081 -1.556 0.004
C -1.464 4.821 -1.739 0.000
C -1.570 1.210 2.177 0.012
C 3.554 0.297 2.791 0.048
C 1.387 -3.178 -0.967 0.008
C 1.782 -4.402 -1.552 0.004
C -2.372 3.071 0.397 0.002
C 4.488 1.258 3.146 -0.003
C 2.704 -4.496 -2.579 0.000
C -0.114 -4.153 0.632 0.004
C 4.253 2.611 2.922 0.063
C -2.441 0.430 -4.280 0.000
C 2.335 0.664 2.187 0.019
C -1.386 -2.149 3.559 0.003
C -2.756 4.712 -1.385 0.000
C -1.532 3.593 2.672 0.000
C -2.070 1.649 0.860 0.006
C -1.899 4.003 1.456 0.009
C 3.315 -3.384 -3.110 0.003
C -1.382 -1.020 -1.782 0.017
C -0.220 4.082 -1.430 0.001
C -1.982 0.933 -0.423 0.012
C -1.059 -3.739 1.736 0.004
C 3.044 2.989 2.343 -0.002
C 2.977 -2.158 -2.575 0.000
C -1.352 2.296 -0.362 0.004
C -1.127 -0.663 3.649 0.007
C 0.762 -3.228 3.273 0.005
C 2.096 2.044 1.991 0.051
C -3.452 3.781 -0.423 0.000
H 0.937 0.884 -4.539 0.000
H -0.691 -4.756 -0.077 0.001
H 5.421 0.944 3.601 -0.002
H -2.403 -2.300 3.193 0.000
H 1.216 0.754 -2.801 0.000
H -2.789 1.279 -3.682 0.000
H -0.112 -0.485 4.028 0.002
H 0.831 2.361 -0.786 0.001
H 0.655 -4.817 1.045 0.000
H -1.389 -4.641 2.279 0.001
H 0.066 -1.594 -5.431 0.000
H 1.141 -2.441 3.925 0.001
H -3.259 -0.296 -4.334 0.000
H -1.834 -0.219 4.353 -0.001
H 4.996 3.354 3.189 0.005
H -1.311 -2.612 4.553 0.001
H -1.329 -2.445 -4.751 0.000
H 0.049 1.930 -3.417 0.000
H 1.536 -3.437 2.534 0.001
H -1.280 5.647 -2.422 0.000
H -0.834 -1.953 -1.655 0.001
H -4.111 4.356 0.231 0.000
H 0.575 -4.133 3.872 0.002
H -2.436 -1.312 -1.866 0.002
H 3.748 -0.757 2.959 0.003
H -2.231 0.786 -5.296 0.000
H 0.686 4.531 -1.822 0.000
H 1.146 2.342 1.557 0.003
H -3.427 5.448 -1.820 0.000
H -1.943 -3.269 1.296 0.002
H 2.829 4.039 2.174 -0.002
H 0.233 -2.500 -3.920 0.000
```

***

8.
A molecular structure, C16H22F12NiO10, computed with wB97M-V/def2-TZVPD.

## Properties
HOMO energy (alpha / beta)   -8.79 / -8.78 eV
HOMO-LUMO gap (alpha / beta)   9.3 / 9.3 eV
LUMO level (alpha / beta)   0.48 / 0.48 eV
ΔE to the lowest compared entry with this formula, charge and spin   0.0 kJ/mol
Total charge   0
Spin multiplicity   3

```
61
Properties=species:S:1:pos:R:3:nbo_charge:R:1
Ni 11.540 -12.213 3.782 1.565
F 16.599 -13.252 3.322 -0.305
F 8.352 -14.182 2.131 -0.296
F 8.299 -12.193 1.274 -0.306
F 15.499 -13.921 1.577 -0.312
F 15.309 -10.272 7.049 -0.306
F 16.676 -15.330 2.716 -0.302
F 14.878 -10.649 4.960 -0.279
F 7.467 -9.283 2.530 -0.310
F 6.666 -8.790 4.488 -0.308
F 8.702 -8.256 3.988 -0.299
F 8.180 -13.937 -0.010 -0.303
F 15.313 -12.306 6.292 -0.323
O 9.403 -10.919 4.156 -0.562
O 12.858 -10.815 7.669 -0.464
O 7.338 -11.217 4.965 -0.475
O 12.491 -11.888 5.752 -0.599
O 13.717 -13.728 3.677 -0.564
O 10.651 -13.673 4.547 -1.278
O 10.942 -12.894 1.853 -0.605
O 10.745 -13.997 -0.069 -0.453
O 14.737 -15.588 4.397 -0.469
O 12.241 -10.614 3.204 -1.243
C 7.766 -9.187 3.837 0.900
C 6.497 -13.222 5.939 -0.628
C 15.887 -14.264 2.810 0.899
C 7.727 -12.510 5.453 -0.095
C 8.286 -10.544 4.345 0.706
C 13.854 -15.498 6.674 -0.639
C 11.470 -10.992 8.044 -0.080
C 13.206 -11.293 6.507 0.734
C 12.680 -12.695 -0.838 -0.641
C 12.179 -13.993 -0.220 -0.087
C 8.740 -13.446 1.095 0.904
C 11.154 -10.016 9.156 -0.629
C 13.598 -15.891 5.223 -0.098
C 14.637 -14.489 3.684 0.703
C 14.709 -11.104 6.191 0.905
C 10.282 -13.423 1.006 0.732
H 12.096 -12.394 -1.713 0.215
H 6.776 -14.163 6.410 0.220
H 13.696 -12.843 -1.204 0.227
H 12.704 -15.401 4.842 0.228
H 13.467 -16.967 5.114 0.194
H 11.578 -10.332 10.106 0.216
H 12.215 -10.091 2.404 0.460
H 12.673 -14.103 0.747 0.212
H 5.838 -13.478 5.104 0.214
H 12.415 -14.857 -0.834 0.199
H 10.849 -10.837 7.161 0.209
H 8.470 -12.397 6.249 0.183
H 5.906 -12.612 6.622 0.214
H 11.541 -9.030 8.903 0.226
H 10.071 -9.933 9.244 0.223
H 8.261 -13.060 4.675 0.237
H 10.761 -14.273 5.283 0.451
H 12.634 -11.879 -0.119 0.231
H 11.339 -12.031 8.353 0.191
H 14.316 -16.298 7.255 0.214
H 12.895 -15.286 7.152 0.217
H 14.502 -14.626 6.741 0.229
```

***

9.
A molecular structure, C2H3KMgO2, computed with wB97M-V/def2-TZVPD.

## Properties
HOMO energy   -6.72 eV
HOMO-LUMO gap   6.1 eV
LUMO level   -0.60 eV
Total charge   0

```
9
Properties=species:S:1:pos:R:3:nbo_charge:R:1
K -1.461 -0.998 -1.769 0.960
Mg 0.283 1.565 -0.603 1.603
O -1.085 0.467 0.363 -1.079
O 1.435 0.011 -0.261 -1.028
C -0.339 -0.260 1.237 -0.056
C 0.934 -0.547 0.863 0.007
H 1.527 -1.316 1.371 0.155
H -0.469 1.802 -3.301 -0.721
H -0.825 -0.724 2.101 0.159
```

***

10.
A molecular structure, CH6O4, computed with wB97M-V/def2-TZVPD.

## Properties
HOMO energy   -9.94 eV
HOMO-LUMO gap   10.5 eV
LUMO level   0.58 eV
ΔE to the lowest compared entry with this formula, charge and spin   129.1 kJ/mol
Total charge   0

```
11
Properties=species:S:1:pos:R:3:nbo_charge:R:1
O -1.714 -0.825 -0.403 -0.741
O -0.230 0.568 -1.263 -0.756
O 1.937 0.699 0.318 -0.983
O -0.042 -0.732 1.508 -0.890
C -1.432 0.087 -1.274 0.660
H -1.010 -0.951 0.638 0.532
H 2.222 1.594 0.259 0.483
H 0.534 -1.434 1.462 0.491
H -2.352 0.443 -2.017 0.132
H 0.585 0.049 1.320 0.548
H 1.502 0.501 -0.547 0.524
```

***

11.
2 unconnected molecules or ions with the total composition C2H3F2IO, computed with wB97M-V/def2-TZVPD.

## Properties
HOMO energy (alpha / beta)   -7.54 / -8.59 eV
HOMO-LUMO gap (alpha / beta)   6.7 / 9.0 eV
LUMO level (alpha / beta)   -0.83 / 0.39 eV
ΔE to the lowest compared entry with this formula, charge and spin   406.9 kJ/mol
Total charge   0

```
9
Properties=species:S:1:pos:R:3:nbo_charge:R:1
I 2.196 1.034 -0.086 0.048
F 1.617 -1.598 1.066 -0.350
F 1.368 -1.593 -1.081 -0.358
O -0.938 1.426 0.269 -0.642
C 1.209 -0.847 0.034 0.466
C -1.473 0.234 0.131 -0.008
H -0.524 1.778 -0.537 0.500
H -1.669 -0.194 -0.835 0.167
H -1.786 -0.241 1.040 0.177
```

***

12.
A single C5H7NO molecule, computed with wB97M-V/def2-TZVPD.

## Properties
HOMO energy   -9.57 eV
HOMO-LUMO gap   10.6 eV
LUMO level   0.98 eV
ΔE to the lowest compared entry with this formula, charge and spin   379.2 kJ/mol
Total charge   0
SMILES string   C#CCCNC=O

```
14
Properties=species:S:1:pos:R:3:nbo_charge:R:1
O -2.344 -0.359 -0.395 -0.659
N -0.857 0.597 0.891 -0.683
C 0.645 -0.677 -0.853 -0.533
C 1.706 0.238 -0.453 0.019
C -2.025 0.619 0.269 0.489
C -0.252 -1.006 0.320 -0.111
C 2.577 0.976 -0.077 -0.266
H -0.904 -1.866 0.032 0.253
H -0.551 1.464 1.383 0.416
H -2.700 1.484 0.332 0.137
H 0.228 -1.257 1.242 0.197
H 3.356 1.631 0.237 0.239
H 1.086 -1.594 -1.272 0.247
H 0.036 -0.249 -1.658 0.257
```